Here is a structure of composition C31H47CrNO2P2S2 from the OMol25 dataset. Energies are from ωB97M-V/def2-TZVPD.

```
86
Properties=species:S:1:pos:R:3:forces:R:3:lowdin_spin:R:1
Cr 0.658 0.066 -1.519 -4.7 -1.6 2.0 2.64
C 1.668 1.846 0.587 -1.8 1.3 -4.0 0.21
C 0.654 2.329 -0.430 2.5 -1.7 1.7 0.06
C -0.251 2.439 1.722 0.8 0.2 -0.8 -0.03
C 1.074 1.874 1.834 -1.9 0.5 1.4 0.23
C -0.497 2.732 0.392 0.7 0.1 1.1 0.15
C 3.114 1.773 0.363 0.6 -0.2 0.0 0.03
H 3.382 1.930 -0.683 0.0 0.1 0.3 0.00
H 3.511 0.809 0.703 0.2 0.1 0.0 0.01
H 3.605 2.555 0.955 0.0 -0.1 0.0 0.01
C 1.788 1.681 3.111 0.5 -0.1 0.6 0.02
H 2.780 1.230 2.946 -0.4 0.1 0.2 0.00
H 1.222 1.043 3.806 0.2 0.3 -0.3 0.01
H 1.934 2.657 3.612 0.0 -0.3 -0.2 0.01
C -1.085 2.828 2.879 -0.3 0.0 0.2 -0.01
H -1.092 3.924 3.021 0.0 -0.4 0.0 0.00
H -0.696 2.365 3.789 -0.2 0.1 0.0 0.00
H -2.114 2.486 2.748 0.0 0.1 0.2 0.00
C -1.572 3.634 -0.073 -0.5 0.1 -0.2 0.03
H -1.428 4.668 0.284 0.1 -0.3 -0.1 0.01
H -2.549 3.331 0.321 0.1 0.2 -0.1 0.01
H -1.617 3.665 -1.165 -0.1 0.0 0.1 0.00
C 1.105 3.209 -1.563 0.0 0.3 -0.1 0.02
H 1.314 4.199 -1.139 0.0 0.1 -0.3 0.01
H 0.345 3.334 -2.340 0.1 0.0 0.0 0.00
H 2.022 2.869 -2.050 -0.1 0.1 0.0 0.00
C 1.790 -2.620 -2.602 0.4 -1.9 0.4 0.00
C 2.663 -1.373 -2.988 1.7 -0.7 -0.4 0.02
C 2.663 -1.165 -4.495 0.2 0.2 -0.1 0.00
C 1.318 -0.500 -4.860 0.8 0.4 -0.1 -0.01
C 0.533 -0.202 -3.580 -1.5 0.4 -1.5 -0.16
C -0.227 -1.286 -3.013 -3.0 1.4 -1.7 -0.14
C -0.378 -2.616 -3.816 0.3 0.3 1.0 -0.01
C 0.919 -3.391 -3.593 0.5 -0.3 -0.6 0.00
H 2.876 -2.107 -5.032 -0.3 0.5 0.2 0.00
H 0.750 -1.152 -5.541 0.0 0.2 0.4 -0.01
H 3.504 -0.491 -4.717 -0.2 -0.2 -0.1 0.00
H 1.489 -3.663 -4.486 -0.3 0.1 -0.1 0.00
H 2.509 -3.373 -2.206 -0.5 0.5 -0.4 0.00
H 3.676 -1.788 -2.788 -0.3 0.7 0.2 0.00
H 0.657 -4.328 -3.087 0.3 0.0 -0.2 0.00
H -1.209 -3.204 -3.403 0.1 0.3 0.0 0.00
H -1.244 -0.951 -2.791 0.4 -0.3 -0.4 -0.01
H -0.660 -2.428 -4.858 0.3 0.2 0.2 -0.01
H 1.533 0.400 -5.457 -0.3 -0.1 0.4 0.00
H 0.074 0.794 -3.582 -0.4 -0.2 -0.4 0.00
P 0.676 -2.201 -1.238 0.8 1.6 0.9 -0.14
P -2.113 -0.019 -1.039 2.5 0.1 0.2 -0.03
C -1.004 -2.844 -0.714 0.7 0.8 0.9 -0.01
C -2.274 -1.899 -0.959 0.3 -0.9 -0.5 0.00
H -0.787 -2.927 0.391 -0.5 0.1 -1.0 0.00
H -1.155 -3.849 -1.096 -0.3 -0.1 -0.1 0.00
H -2.764 -2.275 -1.876 -0.1 0.2 0.5 0.00
H -2.919 -2.093 -0.090 0.0 0.1 -0.4 0.00
C -3.304 0.503 0.154 -0.9 0.2 0.7 -0.01
H -3.131 1.553 0.432 -0.2 -0.5 -0.1 0.00
H -3.165 -0.127 1.065 -0.2 0.7 -0.8 0.00
H -4.326 0.387 -0.260 0.5 0.1 0.2 0.00
C -2.724 0.900 -2.506 -0.1 -0.3 -0.3 -0.01
H -3.601 0.443 -2.948 -0.3 0.1 -0.2 0.00
H -1.979 1.080 -3.278 0.1 -0.3 -0.1 0.00
H -2.979 1.895 -2.125 -0.1 -0.3 0.1 0.00
C 1.967 -2.496 0.036 -1.2 -0.3 0.6 -0.04
H 2.406 -1.531 0.257 0.2 0.1 0.4 0.00
H 2.715 -3.181 -0.307 0.3 -0.4 -0.1 0.00
H 1.421 -2.887 0.885 0.5 0.1 0.6 0.00
C 2.684 0.068 -2.289 1.3 0.0 -0.4 0.03
H 1.785 0.845 -2.123 3.6 0.2 -1.0 0.02
H 3.172 0.713 -3.047 -0.3 -0.3 0.2 0.00
H 3.417 0.117 -1.467 -0.7 -0.3 0.0 0.00
O -4.447 -1.337 3.978 0.3 0.3 -0.3 0.00
S -3.401 -0.370 3.794 0.8 -0.1 0.2 0.00
O -3.735 1.042 3.756 0.0 -0.9 -0.3 0.01
N -2.417 -0.760 2.519 1.2 0.1 -0.2 0.03
C -1.109 -0.781 2.814 -2.3 0.0 -0.8 0.02
S 0.112 -0.611 1.640 0.0 -0.8 0.4 0.05
C -0.889 -0.869 4.257 0.1 1.0 1.8 0.00
C 0.280 -0.959 5.019 0.2 -0.5 -0.2 0.00
C 0.223 -0.890 6.416 -0.5 0.0 0.1 0.00
C -1.001 -0.644 7.058 -0.5 0.2 0.0 0.00
C -2.180 -0.445 6.310 0.5 -0.3 -0.4 0.00
C -2.086 -0.596 4.930 0.3 0.0 1.4 0.00
H 1.231 -1.156 4.519 -0.2 0.1 0.1 0.00
H 1.122 -1.034 7.027 -0.4 0.1 -0.4 0.00
H -1.075 -0.598 8.151 0.2 0.0 -0.5 0.00
H -3.158 -0.195 6.737 0.6 -0.2 0.1 0.00
```
Forces are in eV/Å.

Properties
Frontier orbital gap (alpha / beta) ... 6.409 / 5.512 eV
Expectation value of S² ... 4.18
Spin multiplicity ... 4
LUMO (alpha / beta) ... -3.7381 / -4.6579 eV
Energy above the lowest of the compared OMol25 structures with the same formula, charge and spin ... 197.5 kcal per mole
Charge ... +1



Here is the molecule H3OP from the OMol25 dataset. Energies are from ωB97M-V/def2-TZVPD.

```
5
Properties=species:S:1:pos:R:3:forces:R:3:lowdin_charge:R:1
O 0.842 0.332 0.715 2.3 -0.1 1.5 -0.52
P -0.609 0.510 0.075 -1.8 -3.4 0.0 0.67
H 0.990 0.074 1.631 -0.5 0.1 -0.1 0.04
H 0.026 0.853 -1.052 0.1 0.6 -2.1 -0.15
H -0.746 -1.115 -0.461 -0.1 2.8 0.7 -0.04
```
Forces are in eV/Å.

Properties
Frontier orbital gap ... 9.946 eV
LUMO ... 0.6515 eV
Energy above the lowest of the compared OMol25 structures with the same formula, charge and spin ... 14.5 kcal per mole
Structure (SMILES) ... OP



Here is a cluster of 3 separate species, C26H58N6O4P2 in total from the OMol25 dataset. Energies are from ωB97M-V/def2-TZVPD.

```
96
Properties=species:S:1:pos:R:3:forces:R:3:lowdin_charge:R:1
C 11.696 4.098 -1.413 -6.7 -1.9 -7.4 0.04
C 10.800 3.961 -2.516 5.9 -0.5 7.3 -0.04
C 9.857 3.384 -3.771 1.2 0.4 1.3 -0.17
O 8.449 3.406 -3.256 -0.1 -1.9 -3.0 -0.13
C 7.648 2.779 -4.324 0.1 2.5 -5.4 -0.27
O 7.599 3.392 -5.522 0.3 -3.8 7.5 -0.02
C 6.845 1.339 -4.113 0.2 0.7 -0.8 -0.09
C 5.258 1.720 -3.955 -0.2 0.5 0.6 -0.19
C 4.544 1.152 -2.588 -0.3 -0.2 -0.7 -0.32
C 4.869 -0.459 -2.453 -0.2 -0.7 0.4 -0.12
C 2.907 1.425 -2.792 0.3 -0.6 0.2 -0.18
C 2.210 2.189 -1.520 -2.7 0.1 -0.2 -0.20
C 2.079 3.825 -1.689 0.4 0.4 -1.1 -0.09
C 2.038 4.543 -3.013 0.2 0.0 0.8 -0.28
C 3.476 5.111 -3.602 -1.0 0.7 0.5 -0.11
C 0.684 4.761 -3.924 0.9 -2.2 -0.8 -0.10
H 12.272 3.996 -0.375 -1.6 0.6 -3.0 0.06
H 10.108 2.240 -3.990 -0.1 2.7 0.6 0.15
H 10.000 4.053 -4.722 -0.4 -1.3 2.0 0.13
H 6.942 0.747 -5.145 0.2 1.5 2.3 0.14
H 7.288 0.678 -3.253 -0.9 1.6 -1.5 0.12
H 5.163 2.901 -3.930 0.1 -2.6 -0.2 0.10
H 4.680 1.302 -4.897 1.2 0.9 2.0 0.13
H 4.920 1.738 -1.620 -0.7 -1.3 -2.2 0.15
H 5.333 -0.925 -3.437 -0.9 1.1 1.9 0.08
H 3.880 -1.080 -2.245 2.0 1.4 -0.4 0.08
H 5.602 -0.724 -1.560 -1.4 0.7 -1.9 0.08
H 2.752 1.967 -3.832 0.1 -0.8 2.3 0.11
H 2.381 0.365 -2.893 1.1 2.2 0.2 0.11
H 1.098 1.762 -1.447 2.3 0.5 0.0 0.10
H 2.723 1.880 -0.496 -1.0 1.0 -2.2 0.11
H 2.001 4.536 -0.734 1.9 -1.7 -1.9 0.11
H 3.724 4.423 -4.543 -0.6 1.3 2.1 0.09
H 3.422 6.207 -4.018 0.3 -1.9 0.9 0.07
H 4.324 4.964 -2.786 -1.8 0.4 -1.8 0.09
H -0.254 5.120 -3.313 2.3 -0.6 -1.1 0.08
H 0.914 5.459 -4.855 -0.5 -1.4 2.1 0.08
H 0.403 3.682 -4.350 0.3 2.2 0.6 0.08
O 0.560 1.852 1.580 0.7 2.9 2.4 -0.33
P -0.070 1.376 2.912 -2.1 -5.4 -4.6 0.74
N 0.772 -0.107 2.892 1.4 -1.8 0.5 -0.36
C 0.542 -1.147 1.908 -0.3 0.0 -0.3 -0.12
C 2.214 0.043 3.114 -0.3 0.3 0.3 -0.13
N -1.656 1.272 2.303 -1.0 1.2 -0.8 -0.31
C -2.452 0.067 2.153 -0.4 0.0 1.0 -0.14
C -2.028 2.216 1.246 0.4 0.2 -0.1 -0.14
N -0.795 0.829 4.443 1.0 1.9 2.0 -0.29
C -0.760 1.926 5.416 -0.6 0.2 0.3 -0.15
C -0.536 -0.430 5.140 0.5 -0.4 -0.1 -0.13
H 1.105 -2.053 2.166 0.2 0.3 0.1 0.08
H 0.824 -0.831 0.897 0.0 -0.1 -0.1 0.08
H -0.495 -1.477 1.898 -0.1 0.2 -0.1 0.05
H 2.393 0.621 4.029 0.0 0.1 0.0 0.08
H 2.702 0.563 2.283 0.1 0.0 0.0 0.07
H 2.707 -0.924 3.257 -0.3 0.0 0.0 0.08
H -2.232 -0.444 1.215 0.1 -0.1 -0.2 0.08
H -3.519 0.311 2.150 0.0 0.1 -0.1 0.08
H -2.329 -0.635 2.981 0.2 0.1 -0.1 0.06
H -1.669 1.878 0.267 0.0 0.1 -0.1 0.08
H -1.609 3.209 1.445 0.0 -0.3 -0.1 0.07
H -3.113 2.349 1.185 0.1 -0.3 0.2 0.08
H 0.258 2.090 5.784 -0.1 0.0 0.2 0.08
H -1.421 1.733 6.268 0.1 -0.1 -0.1 0.08
H -1.106 2.857 4.953 0.1 0.0 -0.1 0.08
H 0.488 -0.488 5.517 0.0 -0.2 0.1 0.08
H -0.740 -1.299 4.507 0.3 0.3 -0.1 0.07
H -1.213 -0.538 5.996 0.0 0.5 -0.1 0.09
O -7.330 -2.880 2.536 0.1 3.3 -1.8 -0.32
P -6.464 -3.170 1.285 0.5 -6.3 3.7 0.74
N -7.407 -4.516 0.826 -1.3 -1.5 -1.2 -0.37
C -7.482 -5.742 1.596 0.2 -0.1 0.4 -0.12
C -8.749 -4.150 0.360 0.3 0.3 -0.2 -0.14
N -5.063 -3.582 2.160 1.0 0.9 1.2 -0.31
C -4.420 -4.882 2.209 0.6 0.1 -0.9 -0.13
C -4.857 -2.907 3.444 -0.4 0.2 0.1 -0.15
N -5.469 -3.504 -0.152 -0.4 2.3 -1.7 -0.29
C -5.201 -2.248 -0.860 0.7 0.2 -0.1 -0.15
C -5.670 -4.568 -1.135 -0.5 -0.3 0.0 -0.13
H -8.047 -6.507 1.047 -0.1 0.3 0.0 0.08
H -7.952 -5.590 2.574 0.0 -0.2 0.1 0.09
H -6.503 -6.194 1.741 0.1 0.2 0.1 0.05
H -8.676 -3.393 -0.430 0.0 0.1 0.1 0.07
H -9.363 -3.740 1.168 0.0 0.0 0.0 0.08
H -9.275 -5.005 -0.077 0.3 -0.1 0.1 0.08
H -4.880 -5.530 2.956 -0.1 -0.1 0.1 0.08
H -3.363 -4.777 2.474 0.0 0.1 0.1 0.08
H -4.414 -5.395 1.244 -0.2 0.1 0.1 0.07
H -5.447 -3.377 4.240 0.0 0.1 0.1 0.08
H -5.140 -1.850 3.380 -0.1 -0.3 0.1 0.07
H -3.804 -2.923 3.746 0.0 -0.2 -0.3 0.07
H -6.098 -1.894 -1.379 0.2 0.1 -0.2 0.08
H -4.388 -2.357 -1.585 -0.1 -0.1 0.1 0.08
H -4.891 -1.471 -0.153 -0.1 0.0 0.1 0.07
H -6.588 -4.428 -1.711 0.0 -0.2 -0.1 0.08
H -5.680 -5.559 -0.671 -0.2 0.3 0.1 0.07
H -4.833 -4.596 -1.844 0.1 0.5 0.2 0.09
```
Forces are in eV/Å.

Properties
Frontier orbital gap ... 5.387 eV
LUMO ... -0.9578 eV
Structure (SMILES) ... C#CCOC(=O)CC[C@H](C)CCC=C(C)C.CN(C)P(=O)(N(C)C)N(C)C.CN(C)P(=O)(N(C)C)N(C)C



Here is the molecule C5H13NO from the OMol25 dataset. Energies are from ωB97M-V/def2-TZVPD.

```
20
Properties=species:S:1:pos:R:3:forces:R:3:lowdin_charge:R:1
C -2.195 -0.246 0.228 0.8 0.3 -0.7 -0.05
C -0.672 -0.085 0.387 -0.1 1.1 1.1 -0.42
C -0.279 1.434 0.521 -1.2 -0.8 0.9 -0.20
C -0.236 1.853 2.018 1.3 0.0 -0.7 -0.11
N -0.006 -0.677 -0.742 0.5 -0.3 -0.7 -0.03
C 1.299 -1.261 -0.649 1.2 -0.7 0.2 -0.30
O 2.074 -1.081 -1.854 -1.1 0.7 0.4 -0.08
H -2.558 -1.254 0.352 -0.1 -0.4 0.8 0.07
H -2.713 0.510 0.819 -0.2 -0.4 0.1 0.08
H -2.418 -0.090 -0.828 0.0 0.6 -0.1 0.08
H -0.307 -0.458 1.367 -0.3 -0.7 -0.5 0.13
H -1.046 2.042 0.044 0.5 0.1 -0.7 0.10
H 0.718 1.458 0.100 0.0 0.8 -0.3 0.09
H -0.918 1.286 2.647 0.0 0.0 0.0 0.07
H 0.814 1.653 2.274 -0.4 -0.2 0.7 0.07
H -0.352 2.924 2.219 -0.3 -0.2 -0.3 0.07
H -0.574 -1.304 -1.290 -0.3 0.1 0.1 0.12
H 1.250 -2.342 -0.456 0.1 0.1 -0.3 0.12
H 1.961 -0.867 0.130 -0.8 0.4 0.5 0.12
H 1.881 -0.137 -2.014 0.4 -0.5 -0.5 0.08
```
Forces are in eV/Å.

Properties
Frontier orbital gap ... 9.988 eV
LUMO ... 1.0161 eV
Energy above the lowest of the compared OMol25 structures with the same formula, charge and spin ... 32.5 kcal per mole
Structure (SMILES) ... CC[C@@H](C)NCO